(1)
Molecular formula: C7H15NO3
Method: DFT, ωB97M-V with the def2-TZVPD basis set

Calculated values
- Spin multiplicity: 1
- HOMO level (alpha / beta): -9.361 / -6.538 eV
- Gap between HOMO and LUMO (alpha / beta): 0.3134 / 0.1199 Eh
- Lowest unoccupied orbital energy (alpha / beta): -0.8 / -3.3 eV
- Total energy: -15125.709 eV
- Energy relative to the best compared isomer or geometry (same formula, charge and spin): 210.9 kcal/mol
- Charge: 0

Element x y z (Å)
C: -0.79890 -3.18472 0.20663
C: -0.53181 -1.76867 0.60414
C: -0.45585 -0.83581 -0.65128
C: -0.32709 0.58129 -0.25067
C: 0.32981 1.40710 -1.41243
C: -1.41239 1.40366 0.76990
C: -0.85419 2.81445 1.04929
O: -0.02143 0.66917 1.07985
O: 3.96541 -1.04372 -1.39666
N: 3.98092 -0.50484 -0.23261
O: 5.06787 -0.38212 0.34543
H: -0.88594 -3.76674 1.11224
H: -1.72822 -3.26550 -0.34224
H: 0.00383 -3.60296 -0.38965
H: -1.32018 -1.38029 1.27800
H: 0.45367 -1.66294 1.10055
H: 0.47038 -1.10012 -1.20342
H: -1.33620 -0.91254 -1.32440
H: -0.46192 1.56835 -2.17242
H: 0.80343 2.38222 -1.18723
H: 1.08192 0.75899 -1.89708
H: -2.13863 1.43094 -0.04074
H: -2.01431 0.93959 1.58119
H: -1.39866 3.48827 1.71145
H: 0.10459 2.65896 1.53955
H: -0.57610 3.30798 0.12261

Electronic structure analysis, Löwdin charges in units of e: -0.124, -0.248, -0.150, -0.475, -0.008, -0.221, -0.062, -0.111, 0.015, -0.069, 0.053, 0.067, 0.071, 0.073, 0.114, 0.118, 0.118, 0.134, 0.093, 0.078, 0.069, 0.114, 0.136, 0.076, 0.081, 0.059

***

(2)
Molecular formula: C29H50Br4Cl2F2MgN3O8PS
Method: DFT, ωB97M-V with the def2-TZVPD basis set

Calculated values
- Spin multiplicity: 1
- HOMO level: -6.636 eV
- Gap between HOMO and LUMO: 0.0406 Eh
- Lowest unoccupied orbital energy: -5.5 eV
- Total energy: -387933.317 eV
- Charge: 0

Element x y z (Å)
C: 1.80379 -4.98308 0.84872
C: 2.21006 -3.63035 0.21431
S: 1.37080 -3.29160 -1.35843
C: -0.35846 -2.92161 -0.91759
C: -0.53312 -1.41217 -0.58495
C: -0.32018 -1.03087 0.92196
N: 1.00191 -0.50883 1.36515
C: -1.68031 -0.17474 1.15917
N: -2.01792 0.41091 -0.14127
C: -1.17187 1.58530 -0.56306
C: -0.86805 2.60213 0.53297
C: 0.06911 3.61123 -0.15859
C: 1.51711 3.39208 0.26153
C: 2.28053 2.34616 -0.58972
O: 1.90983 2.37780 -1.99782
C: 1.91121 1.08919 -2.54324
P: -3.65386 1.21463 0.13055
O: -4.72237 0.07792 0.61961
Cl: -4.43450 1.82413 -1.72212
C: -1.79748 -0.64726 -1.18396
C: -2.96089 -1.48431 -1.75555
C: -3.60422 -2.53343 -0.81599
C: -5.14241 -2.58605 -1.02706
F: -3.16118 -3.81845 -1.09581
H: 0.93453 -4.84722 1.50063
H: 2.63129 -5.44077 1.39502
H: 1.59035 -5.66472 0.01948
H: 2.12795 -2.80575 0.92845
H: 3.27706 -3.69513 -0.02664
H: -0.62079 -3.50857 -0.02910
H: -0.97371 -3.22806 -1.76154
H: 0.31633 -0.95959 -1.11749
H: -0.50648 -1.93780 1.50779
H: 1.17338 -0.91698 2.29992
H: 1.03376 0.51825 1.44289
H: -1.63942 0.53635 2.04155
H: -2.36502 -0.93832 1.54587
H: -1.64595 2.12776 -1.39012
H: -0.19630 1.26475 -0.95021
H: -1.72580 3.16410 0.92020
H: -0.29962 2.17817 1.37852
H: -0.21529 4.62440 0.13846
H: -0.10761 3.55137 -1.23907
H: 2.02702 4.35247 0.11793
H: 1.63882 3.15727 1.32472
H: 2.11509 1.33329 -0.21263
H: 3.33204 2.60958 -0.51825
H: 0.92931 0.57031 -2.41762
H: 2.69346 0.48248 -2.07199
H: 2.07562 1.15902 -3.62427
H: -4.73403 0.18660 1.59908
H: -1.34699 -0.19909 -2.07776
H: -3.77975 -0.90081 -2.18620
H: -2.52501 -2.05933 -2.58880
H: -3.42716 -2.32692 0.24096
H: -5.46023 -2.09209 -1.95015
H: -5.43117 -3.63740 -1.12571
H: -5.69022 -2.19264 -0.17144
O: -1.59388 4.73951 2.45868
H: -1.97766 5.57109 2.77305
Mg: -0.27720 0.42810 3.15219
F: 3.87516 1.37008 0.88378
C: 1.56289 7.96945 -4.10734
C: 0.49197 7.17757 -4.04962
C: 0.55079 5.87476 -3.33276
O: -0.40414 5.13112 -3.26005
C: 1.83749 5.50096 -2.69347
C: 2.90272 6.29168 -2.75388
C: 2.84945 7.59211 -3.46598
O: 3.81884 8.31874 -3.52142
H: 1.54781 8.92203 -4.62285
H: -0.50980 7.46981 -4.55107
H: 1.84336 4.54951 -2.18226
H: 3.84721 6.02934 -2.29319
C: 4.15081 -8.45313 2.06747
C: 4.43236 -9.44002 2.91982
C: 5.68000 -9.42909 3.72776
O: 5.95394 -10.33125 4.49017
C: 6.59249 -8.27406 3.54516
C: 6.30430 -7.29218 2.69507
C: 5.06007 -7.30890 1.89415
O: 4.79527 -6.40307 1.11902
H: 3.24699 -8.44462 1.47150
H: 3.77613 -10.28742 3.06232
H: 7.49720 -8.27866 4.13886
H: 6.95854 -6.44156 2.55073
Br: 3.86090 -8.59347 5.67597
C: -4.02040 6.14822 5.34702
Br: -3.56871 4.26750 5.34194
Br: -3.28575 7.01478 6.90232
Br: -3.47107 7.02946 3.72234
H: -5.09522 6.23373 5.41400
N: -2.92355 -0.28787 -5.08088
H: -3.57757 0.13612 -4.41425
H: -2.45546 0.44885 -5.61912
H: -2.22422 -0.83085 -4.56947
H: -3.43469 -0.90351 -5.71787
O: -5.11844 1.14594 4.41988
H: -5.93565 1.05266 4.92081
H: -4.79168 2.02113 4.65279
Cl: -1.62450 6.59167 -5.65263

Atom charges from the Löwdin analysis, given in e for atoms 1 to 99: -0.146, -0.509, 0.889, -0.431, -0.238, -0.284, 0.075, -0.212, -0.317, -0.186, -0.210, -0.183, -0.146, -0.233, -0.218, -0.116, 0.782, -0.297, 0.303, -0.212, -0.112, -0.350, -0.020, -0.016, 0.062, 0.051, 0.066, 0.052, 0.082, 0.085, 0.056, 0.088, 0.135, 0.040, 0.027, -0.029, 0.119, 0.119, 0.111, 0.069, 0.047, 0.119, 0.089, 0.112, 0.117, 0.064, 0.107, 0.049, 0.107, 0.093, 0.076, 0.129, 0.056, 0.118, 0.129, 0.075, 0.091, 0.074, -0.358, -0.222, 0.895, -0.624, 0.012, -0.108, -0.391, 0.039, 0.024, 0.029, -0.393, 0.093, 0.119, -0.101, 0.082, 0.123, -0.022, -0.104, -0.577, 0.013, -0.002, 0.010, -0.394, 0.049, 0.114, 0.112, 0.123, 0.118, -0.028, -1.591, 0.615, 0.588, 0.679, -0.030, 0.344, 0.132, 0.174, 0.141, 0.167, -0.085, 0.042

***

(3)
Molecular formula: C4H4O2
Method: DFT, ωB97M-V with the def2-TZVPD basis set

Calculated values
- Spin multiplicity: 1
- HOMO level: -9.607 eV
- Gap between HOMO and LUMO: 0.3841 Eh
- SMILES: C[C@]12O[C@H]1C2=O
- Lowest unoccupied orbital energy: 0.8 eV
- Total energy: -8303.010 eV
- Energy relative to the best compared isomer or geometry (same formula, charge and spin): 93.8 kcal/mol
- Charge: 0

Element x y z (Å)
C: 1.51606 -0.40599 -0.08053
C: 1.00950 0.75664 -0.73282
C: 0.08882 -0.03974 0.22417
C: -1.31729 -0.40752 0.45106
O: 2.29865 -1.24734 0.00557
O: 0.50205 1.53730 0.34278
H: 0.83786 1.09084 -1.80691
H: -1.47493 -1.21386 1.12146
H: -1.91735 -0.69653 -0.47291
H: -1.54338 0.62619 0.94812

Electronic structure analysis, Löwdin charges in units of e: -0.346, -0.124, -0.138, -0.018, 0.174, -0.023, 0.171, 0.061, 0.109, 0.134

***

(4)
Molecular formula: C2H12NO3
Method: DFT, ωB97M-V with the def2-TZVPD basis set

Calculated values
- Spin multiplicity: 1
- HOMO level: -14.632 eV
- Gap between HOMO and LUMO: 0.4319 Eh
- Lowest unoccupied orbital energy: -2.9 eV
- Total energy: -9894.795 eV
- Energy relative to the best compared isomer or geometry (same formula, charge and spin): 15.0 kcal/mol
- Charge: +1

Element x y z (Å)
C: -1.14726 0.42445 -1.58069
C: -0.54535 1.49711 -2.04712
N: -0.60181 -0.26809 -0.41576
H: -2.01372 0.00725 -2.06695
H: -0.98297 1.94169 -2.92896
H: 0.31500 1.95095 -1.57792
H: 0.16497 0.28457 -0.01644
H: -1.29090 -0.47095 0.34711
H: -0.23112 -1.19047 -0.62951
H: 2.83013 -1.81022 0.98582
H: 1.91377 -1.83091 2.14373
O: 1.88613 -1.74049 1.18139
H: -2.11652 -0.94303 2.49781
H: -2.80111 -1.98090 1.68566
O: -2.22946 -1.20729 1.57487
H: 2.63769 1.99276 -0.36441
H: 2.28494 1.74056 1.04772
O: 1.92760 1.60300 0.16366

Electronic structure analysis, Löwdin charges in units of e: -0.137, 0.077, 0.182, 0.122, 0.083, 0.059, 0.117, 0.103, 0.160, 0.050, 0.047, -0.062, 0.079, 0.084, -0.033, 0.064, 0.057, -0.053

***

no.,strongest force on any atom (eV/A)
1,7.293
2,2.921
3,3.824
4,0.906